This record from the OMol25 dataset describes a cluster of 6 separate species, C15H42O6 in total at a distorted geometry. The level of theory is ωB97M-V with the def2-TZVPD basis set.

Summary:
* ΔE to the lowest compared entry with this formula, charge and spin: 0.829 eV
* structure (SMILES): CC(C)O.CC(C)O.CC(C)O.CC(C)O.CC(C)O.O
* LUMO: 0.14 eV
* maximum force: 1.426 eV/Å

Structure (ORCA input):
```
! RIJCOSX wB97M-V def2-TZVPD def2/J DEFGRID3
* xyz 0 1
H 1.435 1.569 2.457
H 1.822 -0.563 -0.910
H 3.116 -0.027 -3.013
H 3.634 1.168 -0.553
O -0.512 1.525 -0.275
O 0.014 -0.767 -1.950
H -4.011 0.966 -2.836
H 4.029 0.021 1.986
H 4.767 -1.588 1.631
H 5.344 -0.538 -1.758
H 4.669 1.932 0.553
C -0.001 0.998 0.961
H -0.822 2.415 -0.059
H -3.948 3.534 -3.201
H -3.017 0.892 -0.664
H 1.770 1.093 -2.772
H 1.396 -2.731 -2.986
H -1.473 4.673 1.402
H 0.018 -3.712 2.562
C 5.234 -0.072 0.145
C 1.826 -2.308 -2.078
H -2.845 -4.593 2.021
H -1.364 -2.118 1.436
H 5.231 1.744 -1.148
H -0.575 -5.353 2.836
H -2.953 -2.634 0.843
H -4.614 0.177 -0.576
C 1.428 -0.852 -1.893
O 5.242 -1.021 -0.934
C 4.350 -0.676 1.210
H 3.404 -0.953 0.730
H -4.313 1.826 0.074
C -0.729 -4.438 2.242
H 1.421 -2.889 -1.244
C -2.325 -2.545 1.726
H 2.001 1.706 0.728
H -5.959 2.802 -2.373
C 4.699 1.277 -0.325
H -2.791 -1.855 2.431
H -0.291 -0.003 -1.439
C -3.617 3.003 -2.306
H -0.566 -4.821 1.234
H -0.832 0.067 2.683
C 1.182 1.841 1.431
H 6.264 0.084 0.483
C 2.027 0.048 -2.965
O -1.484 4.178 0.578
C -4.370 1.693 -2.104
C -2.125 -3.882 2.449
H 0.377 -0.004 0.756
H -2.051 -4.409 4.340
C -4.087 1.118 -0.725
H 0.926 2.903 1.434
H -1.259 1.762 2.637
H -2.057 0.662 1.524
H 1.608 -0.206 -3.940
H -2.562 2.755 -2.455
H -3.712 3.639 -1.424
O -5.782 1.864 -2.271
O -2.416 -3.686 3.823
C -1.108 0.881 2.009
H 2.910 -2.411 -2.065
H -1.572 4.841 -0.114
*
```